#i
Computed, not measured: 2 unconnected molecules or ions with the total composition C4H4, with wB97M-V/def2-TZVPD.

CARTESIAN COORDINATES (ANGSTROEM)
1 C 3.228 0.098 0.011
2 C 2.086 -0.067 -0.047
3 C -1.329 0.494 0.046
4 C -0.457 -0.462 -0.098
5 H -2.255 0.131 -0.268
6 H 0.451 -0.168 0.311
7 H -0.583 -1.491 -0.456
8 H -1.141 1.465 0.500

Results
Total charge: 0
Kohn-Sham gap (spin up / spin down): 8.20 / 8.78 eV

---

#ii
Computed, not measured: C4H4 in the gas phase, with wB97M-V/def2-TZVPD.

CARTESIAN COORDINATES (ANGSTROEM)
1 C 1.087 -0.321 0.780
2 C -0.819 0.753 0.845
3 C 0.096 0.054 -0.089
4 C -0.402 -0.196 -1.362
5 H 1.961 -0.271 1.443
6 H -0.607 0.763 1.876
7 H -1.333 0.088 -1.459
8 H 0.018 -0.870 -2.033

Results
Total charge: 0
Kohn-Sham gap (spin up / spin down): 7.30 / 6.66 eV

---

Need the numbers? Relative energies in kcal/mol: #i 33.3; #ii 0.0.

---

#i
Computed, not measured: a molecular structure, CHI3O, with wB97M-V/def2-TZVPD.

CARTESIAN COORDINATES (ANGSTROEM)
1 C -4.446 -0.160 0.905
2 O -4.472 -0.302 2.038
3 I -4.381 -1.919 -0.423
4 I 0.279 -0.711 1.138
5 I -4.419 1.642 -0.168
6 H -0.187 0.388 0.111

Results
Total charge: 0
Kohn-Sham gap: 8.75 eV

---

#ii
Computed, not measured: 2 unconnected molecules or ions with the total composition CHI3O, with wB97M-V/def2-TZVPD.

CARTESIAN COORDINATES (ANGSTROEM)
1 O -2.755 0.099 0.919
2 C -1.870 -0.169 0.194
3 I -1.068 -2.149 0.021
4 H -1.336 0.515 -0.468
5 I 3.731 2.083 0.125
6 I 3.299 -0.379 -0.792

Results
Total charge: 0
Kohn-Sham gap: 7.69 eV

---

Need the numbers? Relative energies in kcal/mol: #i 9.0; #ii 0.0.